ORCA calculation (the ωB97M-V functional and the def2-TZVPD basis) on a molecular structure, C45H46AsB2LaN13PS2 in a non-equilibrium geometry.

Cartesian coordinates (Å):
La1 -1.652 0.620 0.969
C1 -5.805 -1.603 1.086
C2 -4.557 -1.479 0.471
N1 -4.099 -0.231 0.573
N2 -5.035 0.464 1.266
C3 -6.064 -0.338 1.580
B1 -4.960 2.003 1.483
N3 -4.005 2.384 2.643
C4 -4.360 2.890 3.833
C5 -3.212 3.198 4.540
C6 -2.170 2.833 3.684
N4 -2.655 2.340 2.544
N5 -4.450 2.657 0.176
C7 -5.142 3.488 -0.625
C8 -4.369 3.775 -1.730
C9 -3.191 3.050 -1.515
N6 -3.244 2.376 -0.371
H1 -6.424 -2.482 1.167
H2 -3.959 -2.229 -0.024
H3 -6.910 0.043 2.132
H4 -6.059 2.414 1.744
H5 -5.403 3.014 4.089
H6 -3.135 3.632 5.523
H7 -1.104 2.904 3.834
H8 -6.133 3.816 -0.350
H9 -4.617 4.414 -2.562
H10 -2.315 2.988 -2.139
C10 -3.261 -0.046 6.303
N7 -1.943 -0.517 5.919
C11 -0.869 -0.675 6.785
C12 0.140 -1.180 6.055
N8 -0.308 -1.344 4.755
B2 0.539 -2.019 3.626
N9 -0.373 -3.216 3.068
C13 -0.632 -4.290 3.898
C14 -1.439 -5.150 3.254
N10 -1.674 -4.599 2.007
C15 -2.475 -5.204 0.959
C16 -1.014 -3.414 1.896
S1 -1.077 -2.490 0.441
C17 -1.595 -0.939 4.680
S2 -2.666 -0.993 3.337
H11 -3.414 -0.262 7.359
H12 -4.011 -0.558 5.708
H13 -3.357 1.024 6.129
H14 -0.918 -0.376 7.819
H15 1.158 -1.401 6.327
H16 1.507 -2.534 4.151
H17 0.853 -1.652 1.597
H18 -0.225 -4.335 4.895
H19 -1.866 -6.091 3.556
H20 -2.809 -6.181 1.304
H21 -1.889 -5.315 0.049
H22 -3.340 -4.582 0.734
C18 1.801 2.100 -2.359
C19 2.381 1.438 -3.600
As1 3.999 2.376 -4.238
C20 4.723 0.911 -5.311
C21 6.092 0.912 -5.580
C22 6.663 -0.087 -6.354
C23 5.868 -1.100 -6.879
C24 4.504 -1.102 -6.629
C25 3.933 -0.101 -5.849
C26 5.063 2.082 -2.625
C27 5.468 3.195 -1.892
C28 6.181 3.042 -0.708
C29 6.498 1.770 -0.252
C30 6.097 0.654 -0.978
C31 5.379 0.808 -2.157
P1 0.491 1.125 -1.454
C32 -0.740 0.672 -2.729
C33 -1.586 -0.421 -2.517
C34 -2.651 -0.675 -3.372
C35 -2.887 0.159 -4.454
C36 -2.057 1.253 -4.672
C37 -0.999 1.511 -3.813
C38 1.509 -0.385 -1.218
C39 1.472 -1.519 -2.025
C40 2.375 -2.553 -1.822
C41 3.325 -2.461 -0.814
C42 3.379 -1.326 -0.017
C43 2.476 -0.294 -0.219
H23 1.386 3.084 -2.595
H24 2.577 2.266 -1.612
H25 1.662 1.436 -4.417
H26 2.665 0.407 -3.396
H27 6.719 1.696 -5.169
H28 7.729 -0.078 -6.546
H29 6.312 -1.882 -7.483
H30 3.878 -1.887 -7.038
H31 2.866 -0.121 -5.667
H32 5.227 4.189 -2.252
H33 6.487 3.915 -0.144
H34 7.054 1.648 0.670
H35 6.339 -0.341 -0.622
H36 5.063 -0.071 -2.709
H37 -1.412 -1.097 -1.684
H38 -3.293 -1.528 -3.189
H39 -3.716 -0.037 -5.122
H40 -2.243 1.916 -5.508
H41 -0.377 2.381 -3.991
H42 0.746 -1.601 -2.823
H43 2.331 -3.433 -2.452
H44 4.019 -3.276 -0.646
H45 4.107 -1.249 0.781
H46 2.512 0.580 0.422
N11 1.797 1.237 5.167
C44 1.163 1.119 4.200
N12 0.430 1.113 3.085
C45 0.362 0.130 2.203
N13 0.844 -1.107 2.446

## Properties
molecular weight = 1099.514 g/mol
LUMO = 0.4 eV
relative energy (zero: lowest compared OMol25 entry of this formula, charge and spin) = 0.0 kcal per mole